1.
68
Properties=species:S:1:pos:R:3:mulliken_charge:R:1 method="wB97M-V/def2-TZVPD" total_charge=-1 gap_ev=5.495 relative_energy_kj_mol=27.7
Cu 0.28 -1.46 0.52 0.08
N 0.17 -1.63 2.80 -0.18
C -0.22 -2.98 3.18 -0.62
C -1.52 -3.38 2.47 0.19
C -1.29 -3.88 1.01 0.53
O -1.72 -4.99 0.74 -0.78
O -0.71 -3.10 0.20 -0.55
H 1.04 -1.36 3.24 0.22
H -0.55 -0.97 3.05 -0.04
H -0.36 -3.08 4.27 0.38
H 0.58 -3.67 2.88 0.40
H -2.19 -2.52 2.43 -0.58
H -2.01 -4.18 3.01 0.27
N 6.35 -1.14 -2.73 -0.35
C 6.13 -1.25 -1.38 0.35
O 7.07 -1.23 -0.60 -0.65
C 4.74 -1.43 -0.96 1.03
C 3.63 -1.61 -1.81 -0.54
C 2.37 -1.74 -1.27 -0.53
N 2.12 -1.70 0.05 -0.01
C 3.18 -1.55 0.87 -0.03
C 4.46 -1.42 0.42 -0.82
H 7.28 -0.89 -3.03 0.24
H 5.59 -0.94 -3.36 0.18
H 3.73 -1.68 -2.88 0.29
H 1.51 -1.89 -1.90 0.24
H 2.96 -1.53 1.93 0.38
H 5.29 -1.32 1.10 0.46
C 1.73 1.85 -2.13 -0.84
Si 0.56 2.29 -0.67 0.40
C -0.12 4.03 -1.15 -1.18
C 1.75 2.64 0.80 -1.07
Si -0.89 0.50 -0.02 0.13
Si -2.33 1.51 1.60 0.46
C -3.38 3.08 1.20 -1.18
C -1.34 2.07 3.17 -1.31
C -3.66 0.31 2.29 -0.77
Si -2.29 0.02 -1.89 0.27
C -1.24 -0.81 -3.26 -1.03
C -3.60 -1.29 -1.41 -0.97
C -3.25 1.44 -2.77 -1.15
H 2.48 2.61 -2.32 0.44
H 1.17 1.70 -3.05 0.29
H 2.26 0.92 -1.92 0.00
H 0.66 4.74 -1.39 0.36
H -0.70 4.45 -0.33 0.28
H -0.79 3.97 -2.01 0.28
H 2.63 3.22 0.52 0.42
H 2.10 1.69 1.21 0.15
H 1.24 3.17 1.59 0.27
H -2.74 3.91 0.89 0.25
H -3.97 3.42 2.05 0.37
H -4.07 2.89 0.38 0.26
H -0.90 3.05 3.01 0.33
H -0.52 1.38 3.36 0.30
H -1.95 2.12 4.06 0.45
H -4.44 0.15 1.56 0.28
H -4.13 0.66 3.21 0.44
H -3.23 -0.67 2.50 -0.05
H -0.74 -1.68 -2.84 0.14
H -0.48 -0.14 -3.64 0.26
H -1.84 -1.15 -4.11 0.44
H -3.11 -2.10 -0.89 0.15
H -4.11 -1.71 -2.27 0.40
H -4.36 -0.88 -0.75 0.26
H -2.56 2.19 -3.15 0.27
H -3.93 1.93 -2.08 0.28
H -3.84 1.08 -3.61 0.37

2.
7
Properties=species:S:1:pos:R:3:mulliken_charge:R:1 method="wB97M-V/def2-TZVPD" total_charge=0 gap_ev="6.377 / 6.621" relative_energy_kj_mol=649.2
C 0.22 -0.26 -0.33 -0.46
O 1.18 -0.39 0.62 -0.27
O 2.88 -0.11 -0.70 -0.29
Br 4.41 -0.01 0.02 0.18
H -0.35 -1.21 -0.64 0.22
H 0.51 0.35 -1.12 0.31
H -0.39 0.48 0.21 0.30

3.
89
Properties=species:S:1:pos:R:3:mulliken_charge:R:1 method="wB97M-V/def2-TZVPD" s2=0.782 total_charge=0 gap_ev="5.725 / 6.619" multiplicity=2 relative_energy_kj_mol=106.4
Tc -0.91 0.32 0.19 -0.02
C -2.31 -4.94 1.17 -0.85
C -2.73 -3.50 0.92 -0.97
S -1.30 -2.35 0.90 0.58
C -0.82 -2.36 2.67 0.28
C 0.59 -2.92 2.86 -1.22
S 1.68 -2.77 1.40 -0.16
C 1.18 -4.06 0.18 -0.12
C 0.50 -5.31 0.70 -0.60
S -1.14 -5.61 -0.08 -0.08
H -3.18 -5.59 1.12 0.47
H -1.84 -5.07 2.15 0.29
H -3.43 -3.19 1.70 0.48
H -3.20 -3.41 -0.06 0.47
H -1.55 -2.95 3.22 0.71
H -0.87 -1.32 2.99 -0.71
H 0.58 -3.96 3.18 0.52
H 1.12 -2.34 3.61 0.50
H 2.13 -4.30 -0.31 0.58
H 0.54 -3.58 -0.57 -0.08
H 0.33 -5.29 1.78 0.11
H 1.08 -6.20 0.46 0.41
C 4.42 2.45 -3.40 -1.67
C 4.06 2.66 -1.92 2.10
C 4.30 1.35 -1.17 -1.67
C 4.96 3.75 -1.33 -1.78
C 2.61 3.12 -1.85 -0.32
C 2.26 4.33 -2.45 -0.53
C 0.96 4.80 -2.47 -1.50
C -0.03 4.03 -1.86 0.89
S -1.75 4.34 -1.75 -0.45
C -1.94 2.83 -0.91 0.98
N -0.79 2.17 -0.71 1.19
C 0.29 2.81 -1.25 -0.77
C 1.61 2.36 -1.25 0.25
C -3.13 2.19 -0.49 0.28
C -4.42 2.70 -0.63 -1.02
C -5.49 1.97 -0.17 -0.69
C -5.29 0.71 0.39 -0.81
C -4.01 0.19 0.50 0.57
C -2.89 0.91 0.10 0.22
H 5.44 2.09 -3.48 0.46
H 4.34 3.39 -3.95 0.36
H 3.75 1.72 -3.85 0.30
H 5.35 1.08 -1.25 0.49
H 3.72 0.54 -1.58 0.28
H 4.07 1.46 -0.11 0.26
H 6.00 3.43 -1.36 0.45
H 4.69 3.96 -0.29 0.38
H 4.88 4.68 -1.88 0.34
H 3.02 4.94 -2.92 0.42
H 0.72 5.74 -2.94 0.40
H 1.82 1.40 -0.81 0.49
H -4.56 3.67 -1.09 0.44
H -6.49 2.36 -0.25 0.41
H -6.13 0.14 0.76 0.47
H -3.88 -0.80 0.93 0.30
C -2.87 1.16 3.80 -1.10
C -1.44 1.38 4.15 1.19
C -1.05 1.76 5.42 -0.80
C 0.28 1.95 5.74 -0.76
C 1.26 1.74 4.78 -0.88
C 0.94 1.36 3.50 0.67
C 1.97 1.16 2.44 -0.91
C -0.44 1.19 3.15 -0.30
N -0.78 0.83 1.93 -0.34
H -3.53 1.45 4.61 0.44
H -3.04 0.10 3.59 0.15
H -3.13 1.71 2.90 0.11
H -1.81 1.90 6.18 0.40
H 0.56 2.26 6.73 0.40
H 2.30 1.88 5.05 0.43
H 2.97 1.18 2.86 0.53
H 1.89 1.94 1.68 0.09
H 1.83 0.20 1.93 -0.10
Br -1.70 -4.98 -6.22 -0.20
C -1.04 -3.62 -5.06 0.06
C 0.23 -3.11 -5.27 -0.55
C 0.73 -2.19 -4.38 -0.41
C -0.02 -1.78 -3.29 0.01
C -1.32 -2.25 -3.13 0.07
C -1.84 -3.17 -4.02 -0.74
C 0.65 -0.94 -2.23 0.12
O 1.86 -0.77 -2.26 -0.66
O -0.12 -0.52 -1.31 -0.79
H 0.81 -3.44 -6.12 0.45
H 1.72 -1.77 -4.49 0.47
H -1.93 -1.89 -2.31 0.39
H -2.84 -3.55 -3.90 0.46

4.
12
Properties=species:S:1:pos:R:3:mulliken_charge:R:1 method="wB97M-V/def2-TZVPD" total_charge=0 gap_ev=9.562 relative_energy_kj_mol=284.1 smiles="C=C1OC=C[C@H]1F"
C 0.05 2.13 0.06 -0.72
C -0.19 0.81 -0.09 0.12
O -1.54 0.27 -0.23 -0.32
C -1.35 -1.03 0.00 -0.09
C -0.10 -1.52 0.05 -0.58
C 0.79 -0.32 0.41 0.55
F 2.01 -0.35 -0.32 -0.29
H 1.11 2.23 0.22 0.29
H -0.89 2.87 0.23 0.25
H -2.45 -1.52 0.18 0.27
H 0.42 -2.56 -0.08 0.28
H 0.83 -0.44 1.59 0.24

5.
16
Properties=species:S:1:pos:R:3:mulliken_charge:R:1 method="wB97M-V/def2-TZVPD" total_charge=0 gap_ev=11.148 relative_energy_kj_mol=135.2 smiles=OCC[C@H]1C[C@H]1F
O -1.94 1.29 0.20 -0.51
C -1.92 -0.12 0.03 -0.36
C -0.61 -0.59 -0.61 -0.98
C 0.51 -0.46 0.36 0.07
C 1.96 -0.42 -0.09 -0.78
C 1.31 0.77 0.43 0.12
F 1.04 1.78 -0.49 -0.33
H -1.07 1.57 -0.08 0.36
H -2.71 -0.52 -0.63 0.28
H -2.13 -0.59 1.04 0.27
H -0.75 -1.68 -0.79 0.30
H -0.49 -0.08 -1.53 0.39
H 0.26 -0.74 1.40 0.31
H 2.25 -0.44 -1.13 0.26
H 2.68 -0.98 0.48 0.25
H 1.60 1.20 1.40 0.35

6.
15
Properties=species:S:1:pos:R:3:mulliken_charge:R:1 method="wB97M-V/def2-TZVPD" total_charge=+1 gap_ev=9.807 relative_energy_kj_mol=177.2
C 0.62 1.18 0.61 -0.86
N -0.22 0.21 -0.06 0.08
C -1.53 0.29 0.19 0.20
O -1.87 1.31 0.93 -0.39
C 0.27 -0.94 -0.80 -0.76
C 0.77 -2.12 0.21 0.14
O 0.30 -2.35 1.25 -0.35
H 0.60 2.19 0.17 0.34
H 1.60 0.86 0.60 0.38
H 0.10 1.33 1.51 0.36
H -2.23 -0.53 -0.10 0.35
H -2.75 1.35 1.20 0.38
H 1.20 -0.54 -1.26 0.38
H -0.44 -1.33 -1.47 0.43
H 1.63 -2.74 -0.28 0.32

7.
14
Properties=species:S:1:pos:R:3:mulliken_charge:R:1 method="wB97M-V/def2-TZVPD" total_charge=0 gap_ev=10.089 relative_energy_kj_mol=343.3 smiles=OCC#C[C@H]1CN1
O 2.25 -1.29 0.89 -0.50
C 2.37 -0.42 -0.22 -0.48
C 1.14 0.37 -0.40 0.64
C 0.05 0.84 -0.23 -0.60
C -1.34 1.00 0.12 -0.13
C -2.32 0.13 -0.58 -0.33
N -1.92 -0.19 0.79 -0.58
H 2.18 -0.74 1.68 0.32
H 3.23 0.26 -0.16 0.27
H 2.50 -1.07 -1.09 0.27
H -1.64 1.96 0.53 0.33
H -1.96 -0.47 -1.42 0.27
H -3.33 0.52 -0.67 0.25
H -1.20 -0.90 0.78 0.28

8.
18
Properties=species:S:1:pos:R:3:mulliken_charge:R:1 method="wB97M-V/def2-TZVPD" s2=0.806 total_charge=+1 gap_ev="7.094 / 4.667" multiplicity=2
O -0.11 3.01 1.29 -0.48
C 0.68 2.02 0.54 -0.39
C -0.02 2.16 -0.79 0.28
O -0.06 1.23 -1.58 -0.61
H -1.01 2.69 1.39 0.32
H 0.87 1.07 1.05 0.18
H 1.73 2.31 0.35 0.30
H -0.10 3.19 -1.19 0.40
Li 0.55 -0.54 -1.82 0.89
C -0.73 -0.42 2.11 -1.09
C -0.51 -1.35 1.17 1.02
C -0.18 -2.15 0.24 -0.12
C 0.17 -2.90 -0.83 -0.11
O 0.19 -2.42 -2.05 -0.56
Hg -0.18 -3.79 -4.20 0.05
H -1.36 0.44 1.89 0.32
H -0.38 -0.60 3.13 0.31
H 0.45 -3.95 -0.68 0.31

9.
7
Properties=species:S:1:pos:R:3:mulliken_charge:R:1 method="wB97M-V/def2-TZVPD" total_charge=0 gap_ev=9.537 relative_energy_kj_mol=165.2
C -0.65 1.06 0.36 0.17
C 0.82 -0.23 -0.04 -0.84
C 0.29 -1.36 -0.37 0.75
O -0.24 -2.42 -0.48 -0.41
O -0.30 2.17 0.58 -0.33
H -1.53 0.47 0.40 0.34
H 1.60 0.32 -0.46 0.33

10.
69
Properties=species:S:1:pos:R:3:mulliken_charge:R:1 method="wB97M-V/def2-TZVPD" total_charge=0 gap_ev=7.098 relative_energy_kj_mol=35.7
Zn -0.80 -0.83 1.61 -0.24
C -3.99 -2.82 3.90 -1.53
C -2.94 -1.92 3.33 0.85
N -2.23 -2.19 2.31 0.81
N -2.34 -3.39 1.67 -1.26
C -1.22 -3.72 1.07 0.58
N -1.24 -4.88 0.37 -0.40
S 0.29 -2.86 1.10 -0.39
C -2.61 -0.63 3.98 0.31
C -3.42 -0.06 4.95 -0.55
C -3.04 1.15 5.52 -0.42
C -1.86 1.74 5.11 -0.70
C -1.11 1.11 4.13 -0.16
N -1.46 -0.05 3.60 -0.10
H -3.99 -3.76 3.36 0.39
H -4.98 -2.36 3.80 0.32
H -3.81 -3.00 4.96 0.37
H -2.08 -5.42 0.35 0.23
H -0.41 -5.20 -0.08 0.19
H -4.34 -0.54 5.24 0.35
H -3.65 1.61 6.28 0.42
H -1.52 2.68 5.53 0.41
H -0.20 1.55 3.75 0.42
C 3.91 -2.76 -0.76 -1.33
C 3.23 -2.22 -2.02 0.31
C 4.27 -1.86 -3.08 -1.35
Sb 1.87 -0.60 -1.46 0.40
C 2.85 1.06 -2.47 0.35
C 1.82 2.12 -2.83 -1.62
C 3.93 1.62 -1.55 -1.58
C 0.38 -0.97 -3.01 0.34
C 0.97 -1.16 -4.40 -1.40
C -0.50 -2.15 -2.61 -1.20
H 4.54 -3.62 -0.99 0.43
H 3.18 -3.06 0.00 0.20
H 4.56 -2.00 -0.31 0.31
H 2.57 -3.00 -2.41 0.26
H 4.94 -1.07 -2.73 0.24
H 3.81 -1.52 -4.01 0.25
H 4.89 -2.73 -3.31 0.43
H 3.32 0.69 -3.39 0.40
H 1.24 2.40 -1.95 0.18
H 1.12 1.78 -3.59 0.32
H 2.31 3.03 -3.20 0.53
H 3.50 1.97 -0.61 0.28
H 4.44 2.48 -2.02 0.43
H 4.69 0.88 -1.31 0.33
H -0.23 -0.06 -3.00 0.36
H 1.59 -2.06 -4.44 0.25
H 1.59 -0.32 -4.70 0.29
H 0.18 -1.28 -5.14 0.46
H 0.09 -3.07 -2.52 0.26
H -1.27 -2.33 -3.37 0.45
H -0.99 -1.99 -1.65 0.17
C -2.39 4.02 1.16 -1.67
C -1.29 3.50 0.23 2.26
C 0.01 4.28 0.49 -1.30
C -1.72 3.70 -1.23 -1.38
C -1.07 2.07 0.50 2.25
C -0.92 0.89 0.74 -2.75
H -2.57 5.08 0.98 0.42
H -2.10 3.89 2.21 0.29
H -3.32 3.48 1.00 0.37
H -0.16 5.35 0.32 0.38
H 0.81 3.94 -0.17 0.20
H 0.34 4.14 1.52 0.34
H -1.89 4.76 -1.43 0.40
H -2.65 3.15 -1.43 0.37
H -0.96 3.33 -1.91 0.16

11.
18
Properties=species:S:1:pos:R:3:mulliken_charge:R:1 method="wB97M-V/def2-TZVPD" total_charge=0 gap_ev=8.685 relative_energy_kj_mol=140.8 smiles="O=C(O)Cn1ccccc1=O"
O -0.93 0.00 -2.13 -0.58
C -0.63 -1.13 -1.77 0.75
O -1.14 -2.17 -2.45 -0.50
C 0.23 -1.54 -0.55 -0.94
N 0.47 -0.41 0.29 0.09
C 1.41 0.56 0.14 -0.02
C 1.27 1.82 0.70 -0.51
C 0.28 2.10 1.60 -0.22
C -0.69 1.08 1.74 -0.54
C -0.67 -0.22 1.03 0.52
O -1.55 -1.04 1.26 -0.67
H -1.85 -1.73 -3.10 0.38
H 1.16 -1.89 -1.03 0.48
H -0.37 -2.48 -0.20 0.33
H 2.18 0.40 -0.58 0.37
H 2.22 2.41 0.61 0.30
H 0.14 3.13 2.06 0.32
H -1.53 1.11 2.36 0.43

12.
21
Properties=species:S:1:pos:R:3:mulliken_charge:R:1 method="wB97M-V/def2-TZVPD" total_charge=0 gap_ev=7.772 relative_energy_kj_mol=4.8 smiles="CC1=CC2=C[C@@H](Br)P(C)C2=C1"
C 2.59 1.57 -0.98 -1.28
C 1.20 1.23 -0.62 1.02
C 0.27 1.85 0.16 -1.62
C -0.87 0.98 0.30 0.61
C -2.07 0.96 0.96 -0.30
C -2.98 -0.20 0.53 -0.36
Br -4.70 0.58 -0.14 -0.16
P -2.01 -1.22 -0.82 -0.01
C -1.21 -2.61 0.17 -0.94
C -0.60 -0.15 -0.64 -0.04
C 0.67 -0.06 -1.11 -0.51
H 3.27 0.75 -1.25 0.33
H 3.16 1.95 -0.17 0.37
H 2.40 2.30 -1.69 0.33
H 0.57 2.69 0.80 0.32
H -2.53 1.78 1.63 0.34
H -3.25 -0.81 1.37 0.49
H -1.97 -3.48 0.02 0.30
H -1.12 -2.44 1.20 0.35
H -0.16 -2.52 -0.33 0.28
H 1.12 -0.79 -1.71 0.49

13.
7
Properties=species:S:1:pos:R:3:mulliken_charge:R:1 method="wB97M-V/def2-TZVPD" s2=12.012 total_charge=+2 gap_ev="7.813 / 7.779" multiplicity=7 relative_energy_kj_mol=0.0
C -0.11 0.68 -1.69 0.33
H 0.17 0.79 -2.73 0.45
C -0.39 0.88 -0.49 -0.42
O 0.96 -0.70 -0.24 -0.27
C 0.19 0.00 0.52 0.84
Mn -0.70 -1.41 2.95 1.82
O -0.11 -0.24 1.68 -0.74

14.
10
Properties=species:S:1:pos:R:3:mulliken_charge:R:1 method="wB97M-V/def2-TZVPD" total_charge=0 gap_ev=8.515 relative_energy_kj_mol=91.4
C -1.43 1.11 -1.62 -0.21
N -0.69 0.09 -1.64 -0.39
O 1.17 -1.05 1.59 -0.43
O 2.02 -1.74 -0.64 -0.37
S 1.39 -0.75 0.16 0.74
I 1.22 0.24 4.66 -0.19
H -1.79 1.68 -0.79 0.25
H 0.90 -0.73 3.33 0.20
H -2.00 1.60 -2.49 0.18
H -0.79 -0.45 -2.56 0.22

15.
15
Properties=species:S:1:pos:R:3:mulliken_charge:R:1 method="wB97M-V/def2-TZVPD" total_charge=0 gap_ev=10.615 relative_energy_kj_mol=238.6 smiles="C=CC.C=C"
C -1.20 0.46 -1.90 -0.76
C -0.70 1.36 -1.06 0.02
C 0.73 1.40 -0.62 -0.75
H -2.03 0.68 -2.56 0.29
H -0.58 -0.41 -2.10 0.24
H -1.32 2.18 -0.72 0.32
H 1.02 2.44 -0.46 0.33
H 1.42 1.00 -1.36 0.31
H 0.92 0.85 0.30 -0.01
C 0.93 -1.61 1.96 -0.47
C -0.29 -1.68 1.43 -0.49
H 1.34 -0.64 2.19 0.21
H 1.43 -2.52 2.27 0.25
H -1.01 -0.89 1.62 0.28
H -0.65 -2.62 1.02 0.23

16.
7
Properties=species:S:1:pos:R:3:mulliken_charge:R:1 method="wB97M-V/def2-TZVPD" total_charge=+4 gap_ev="5.984 / 5.956"
O -2.06 -0.89 -0.49 0.20
C -3.21 -1.07 -0.64 0.64
O 1.60 -0.68 -0.17 0.14
C 0.37 -0.85 -0.30 0.68
C -0.84 -0.44 -0.39 0.35
O 1.93 0.60 0.40 0.03
Be 2.21 3.32 1.59 1.97

17.
17
Properties=species:S:1:pos:R:3:mulliken_charge:R:1 method="wB97M-V/def2-TZVPD" total_charge=+1 gap_ev=10.275 relative_energy_kj_mol=302.0
C 1.36 1.73 -2.54 -0.49
C 1.33 2.02 -1.08 -0.56
C 0.64 0.40 -2.22 -0.61
C 0.63 0.78 -0.92 0.27
N -0.25 0.29 0.27 -0.30
P -1.77 -2.49 2.49 -0.29
H 0.79 2.47 -3.01 0.23
H 2.28 1.71 -3.01 0.35
H 2.33 2.11 -0.60 0.25
H 0.75 2.90 -0.61 0.30
H 0.12 -0.40 -2.69 0.41
H -2.78 -3.59 2.51 0.14
H -0.16 0.82 1.04 0.32
H -0.11 -0.71 0.69 0.33
H -1.26 0.34 -0.03 0.43
H -2.50 -1.70 3.53 0.12
H -1.03 -3.15 3.46 0.11

18.
54
Properties=species:S:1:pos:R:3:mulliken_charge:R:1 method="wB97M-V/def2-TZVPD" total_charge=-1 gap_ev=3.290 relative_energy_kj_mol=532.7
Zn 0.47 -0.22 0.78 1.06
P 1.13 -0.13 3.32 0.80
O 1.91 -0.08 1.90 -0.73
O -0.22 -0.01 2.57 -0.53
O 1.38 1.01 4.31 -0.93
O 1.30 -1.29 4.31 -0.89
C 2.18 -0.18 -1.78 0.44
O 1.57 -0.51 -0.79 -0.17
N 3.47 -0.06 -1.81 -0.55
N 1.66 0.22 -2.91 -0.43
H 3.81 0.40 -2.63 0.12
H 3.91 -0.59 -1.06 0.30
H 0.66 0.13 -3.03 0.24
H 2.17 0.12 -3.77 0.18
C 3.62 2.64 1.33 0.40
O 4.17 3.67 0.97 -0.82
N 3.21 1.63 0.61 -0.04
N 3.21 2.48 2.58 -0.22
H 3.53 1.45 -0.33 0.06
H 2.62 0.91 1.02 0.35
H 3.72 3.05 3.24 0.16
H 2.63 1.70 2.86 0.15
C -0.11 2.82 -0.25 0.49
O 0.02 1.71 0.18 -0.68
N -0.01 3.89 0.45 -0.42
N -0.14 3.02 -1.54 -0.45
H 0.08 3.79 1.45 0.30
H -0.32 4.73 0.00 0.15
H -0.21 2.14 -2.03 0.14
H -0.08 3.94 -1.95 0.17
C 0.57 -3.41 1.83 -0.96
O 0.26 -2.56 0.74 -0.04
C -0.68 -3.11 -0.22 -0.92
C -1.14 -1.93 -0.98 -0.69
N -1.23 -0.63 -0.25 0.67
C -2.54 -0.45 0.40 -1.05
C -3.71 -0.27 -0.65 -0.69
O -4.20 -1.52 -1.07 -0.25
C -5.13 -1.46 -2.14 -0.78
H 0.85 -4.33 1.32 0.35
H -0.30 -3.74 2.38 0.29
H 1.33 -2.83 2.37 0.25
H -1.56 -3.31 0.38 0.41
H -0.43 -3.94 -0.88 0.37
H -2.05 -2.18 -1.53 0.59
H -0.45 -1.81 -1.81 0.27
H -1.56 -0.11 -1.05 -0.03
H -2.47 0.45 0.99 0.43
H -2.84 -1.31 1.00 0.39
H -3.34 0.39 -1.44 0.39
H -4.50 0.12 0.00 0.49
H -6.17 -1.38 -1.81 0.28
H -5.15 -2.38 -2.72 0.25
H -4.85 -0.69 -2.85 0.33

19.
20
Properties=species:S:1:pos:R:3:mulliken_charge:R:1 method="wB97M-V/def2-TZVPD" total_charge=0 gap_ev=10.524 relative_energy_kj_mol=359.7 smiles=C#CC(C)(N)N.CO
C 1.95 -0.44 -1.07 -0.28
C 1.20 -0.09 -0.19 -0.99
C 0.52 0.33 1.15 1.67
C -1.00 0.51 1.11 -1.65
N 0.85 -0.64 2.14 -0.66
N 1.17 1.52 1.57 -0.71
H 2.54 -0.79 -1.88 0.48
H -1.51 -0.44 0.91 0.26
H -1.30 1.25 0.36 0.36
H -1.39 0.83 2.08 0.45
H 1.82 -0.91 2.00 0.31
H 0.30 -1.49 1.99 0.26
H 1.15 2.21 0.83 0.26
H 0.68 1.91 2.37 0.26
C -1.44 -0.44 -2.07 -0.37
O -0.86 -1.25 -3.08 -0.53
H -1.62 -1.05 -1.19 0.19
H -2.40 -0.06 -2.43 0.31
H -0.74 0.39 -1.77 0.11
H 0.08 -1.36 -2.85 0.27